--- one ---
C6H12O2 | ωB97M-V with the def2-TZVPD basis set

Geometry as XYZ:
```
20
Properties=species:S:1:pos:R:3
C -1.642 -1.989 0.635
C -1.592 -1.153 -0.570
C -0.446 -0.495 -0.759
C -0.006 0.695 -1.527
C 1.487 1.171 -1.233
C 1.688 1.525 0.266
O 2.726 1.019 0.700
H -2.697 -2.014 0.875
H -1.059 -1.543 1.445
H -1.198 -2.990 0.405
H -2.615 -1.017 -0.915
H 0.389 -0.857 -0.176
H -0.756 1.457 -1.202
H -0.197 0.656 -2.612
H 1.845 1.829 -2.094
H 2.088 0.245 -1.404
H 1.016 2.247 0.532
O 0.056 0.625 2.599
H 0.809 0.700 3.079
H 0.103 -0.111 1.958
```

Summary:
SMILES: C/C=C/CCC=O.O
gap between HOMO and LUMO: 9.81 eV
highest occupied orbital energy: -9.207 eV

---

--- two ---
C6H12O2 | ωB97M-V with the def2-TZVPD basis set

Geometry as XYZ:
```
20
Properties=species:S:1:pos:R:3
C 0.189 -0.438 1.443
C 0.502 0.009 0.011
C 1.656 1.018 0.049
C 0.879 -1.200 -0.850
C -0.683 0.716 -0.656
O -1.585 1.479 0.101
C -2.084 0.267 -0.638
O -2.607 -0.666 0.185
H 1.115 -0.666 1.968
H -0.319 0.359 1.985
H -0.416 -1.344 1.455
H 1.901 1.367 -0.954
H 2.547 0.559 0.474
H 1.375 1.880 0.652
H 1.156 -0.886 -1.856
H 0.043 -1.895 -0.927
H 1.728 -1.722 -0.412
H -0.390 1.193 -1.595
H -2.711 0.404 -1.516
H -2.295 -0.434 1.080
```

Summary:
SMILES: CC(C)(C)[C@@H]1O[C@@H]1O
gap between HOMO and LUMO: 10.53 eV
highest occupied orbital energy: -9.699 eV

---

--- three ---
C6H12O2 | ωB97M-V with the def2-TZVPD basis set

Geometry as XYZ:
```
20
Properties=species:S:1:pos:R:3
C 0.242 0.245 2.258
C 0.200 -0.358 0.865
C 1.019 -1.647 0.807
C 0.564 0.675 -0.220
C -0.034 0.251 -1.573
C -1.452 0.587 -1.888
O -2.420 -0.001 -1.481
O -1.562 1.735 -2.596
H -0.228 -0.473 2.935
H 1.235 0.375 2.709
H -0.274 1.190 2.414
H -0.833 -0.624 0.665
H 0.624 -2.280 1.608
H 2.049 -1.391 1.061
H 0.911 -2.186 -0.126
H 0.049 1.594 0.066
H 1.630 0.766 -0.344
H 0.618 0.527 -2.415
H 0.081 -0.805 -1.702
H -2.419 1.819 -3.043
```

Summary:
SMILES: CC(C)CCC(=O)O
gap between HOMO and LUMO: 11.17 eV
highest occupied orbital energy: -10.388 eV

---

What are the relative energies? In eV: one 3.169; two 1.375; three 0.000.

---

--- one ---
C3H4S | ωB97M-V with the def2-TZVPD basis set

Geometry as XYZ:
```
8
Properties=species:S:1:pos:R:3
C 0.600 0.522 0.104
C -0.828 0.299 -0.236
S -1.423 -0.728 1.213
C 0.251 -0.825 -0.239
H 0.892 0.603 1.099
H 1.242 1.051 -0.572
H -1.509 0.806 -0.813
H 0.775 -1.727 -0.556
```

Summary:
SMILES: C1[C@@H]2S[C@H]12
gap between HOMO and LUMO: 8.56 eV
highest occupied orbital energy: -8.477 eV

---

--- two ---
C3H4S | ωB97M-V with the def2-TZVPD basis set

Geometry as XYZ:
```
8
Properties=species:S:1:pos:R:3
C -0.629 -0.030 0.590
C 0.245 -0.857 -0.341
S 1.770 -0.020 0.023
C 0.292 0.780 -0.322
H -0.367 -0.039 1.700
H -1.748 0.113 0.445
H 0.132 -1.618 -1.071
H 0.305 1.672 -1.023
```

Summary:
SMILES: C1[C@@H]2S[C@H]12
gap between HOMO and LUMO: 8.82 eV
highest occupied orbital energy: -7.849 eV

---

What are the relative energies? In eV: one 0.722; two 0.000.

---

--- one ---
C3H4S | ωB97M-V with the def2-TZVPD basis set

Geometry as XYZ:
```
8
Properties=species:S:1:pos:R:3
C -0.523 -0.976 0.052
C 0.314 0.208 -0.084
C 1.787 0.643 0.045
S 3.047 -0.361 0.030
H -0.230 -2.020 0.080
H -1.491 -0.800 -0.067
H -0.234 1.172 0.020
H 1.964 1.689 0.058
```

Summary:
SMILES: C=CC=S
gap between HOMO and LUMO (alpha / beta): 7.78 / 7.78 eV
highest occupied orbital energy (alpha / beta): -8.827 / -8.827 eV

---

--- two ---
C3H4S | ωB97M-V with the def2-TZVPD basis set

Geometry as XYZ:
```
8
Properties=species:S:1:pos:R:3
C 0.203 1.293 0.157
C -0.263 -0.469 0.013
C -0.055 -1.593 -0.524
S -1.251 -1.610 0.948
H -0.196 1.679 1.002
H 0.164 1.699 -0.809
H 1.181 1.230 0.442
H 0.216 -2.229 -1.229
```

Summary:
SMILES: CC1=CS1
gap between HOMO and LUMO: 8.48 eV
highest occupied orbital energy: -7.609 eV

---

What are the relative energies? In eV: one 0.000; two 1.667.

---

--- one ---
C9H7NO | ωB97M-V with the def2-TZVPD basis set

Geometry as XYZ:
```
18
Properties=species:S:1:pos:R:3
C -0.864 -2.157 0.034
C 0.028 -1.029 -0.277
C 1.179 -0.530 0.060
C 1.962 0.363 0.753
C 1.364 1.552 1.092
C 0.183 1.956 0.444
N -0.399 3.203 0.563
C -1.151 3.325 -0.466
O -1.153 2.271 -1.311
C -0.341 1.358 -0.720
C -0.011 0.090 -1.240
H -1.863 -1.773 0.231
H -0.494 -2.679 0.913
H -0.928 -2.850 -0.805
H 2.985 0.136 1.006
H 1.850 2.262 1.741
H -1.767 4.167 -0.711
H 0.121 -0.050 -2.305
```

Summary:
SMILES: CC1=C2C=Cc3ncoc3[C@H]12
gap between HOMO and LUMO: 9.11 eV
highest occupied orbital energy: -8.297 eV

---

--- two ---
C9H7NO | ωB97M-V with the def2-TZVPD basis set

Geometry as XYZ:
```
18
Properties=species:S:1:pos:R:3
C 0.477 1.692 -2.735
C 1.133 2.016 -1.616
C 0.925 1.330 -0.400
C 0.090 0.245 -0.366
C -0.646 -0.115 -1.513
C -0.415 0.583 -2.634
C -0.116 -0.487 0.920
C 0.096 -1.358 2.915
C -0.962 -1.842 2.328
H 0.471 1.955 -3.660
H 1.695 2.884 -1.743
H 1.614 1.554 0.386
H -1.162 -0.971 -1.630
H -0.871 0.056 -3.544
H 0.590 -1.501 3.921
H -2.065 -2.557 2.623
N 0.739 -0.488 1.980
O -1.116 -1.298 1.050
```

Summary:
gap between HOMO and LUMO: 9.42 eV
highest occupied orbital energy: -8.771 eV

---

What are the relative energies? In eV: one 0.667; two 0.000.

---

--- one ---
CH12NO4 | ωB97M-V with the def2-TZVPD basis set

Geometry as XYZ:
```
18
Properties=species:S:1:pos:R:3
C 1.148 -0.910 -0.161
N -0.010 -0.782 0.357
H 2.002 -1.025 0.490
H 1.292 -0.678 -1.205
H -0.776 -0.857 -0.329
H -0.145 -0.953 1.390
H -4.055 2.007 -0.475
H -3.163 3.365 -0.518
O -3.347 2.501 -0.888
H -2.206 1.135 -1.574
H -0.975 0.460 -2.200
O -1.464 0.535 -1.372
H -0.875 -1.069 3.649
H 0.707 -1.373 3.370
O -0.156 -1.150 3.020
H 4.268 0.326 -1.106
H 4.049 -1.097 -1.531
O 3.705 -0.435 -0.917
```

Summary:
gap between HOMO and LUMO: 10.84 eV
highest occupied orbital energy: -14.790 eV
total charge: +1

---

--- two ---
CH12NO4 | ωB97M-V with the def2-TZVPD basis set

Geometry as XYZ:
```
18
Properties=species:S:1:pos:R:3
C 3.332 -0.010 -0.536
N 2.038 0.043 -0.804
H 3.778 0.949 -0.254
H 3.899 -0.998 -0.543
H 1.539 -0.711 -1.161
H 1.327 0.718 -0.520
H -1.113 -1.582 -0.653
H -0.862 -1.040 0.793
O -0.352 -1.161 -0.039
H -0.471 2.166 0.196
H -0.057 1.150 1.218
O 0.248 1.877 0.832
H -2.093 0.708 1.746
H -1.765 0.466 3.317
O -1.422 0.316 2.383
H -3.006 -1.635 -2.377
H -2.397 -0.220 -1.999
O -2.622 -1.037 -1.599
```

Summary:
gap between HOMO and LUMO: 9.57 eV
highest occupied orbital energy: -14.717 eV
total charge: +1

---

What are the relative energies? In eV: one 0.000; two 1.062.

---

--- one ---
C5H13N4O | ωB97M-V with the def2-TZVPD basis set

Geometry as XYZ:
```
23
Properties=species:S:1:pos:R:3
C 2.047 0.187 -0.120
C 3.180 -1.673 -0.148
C 1.624 -2.098 -0.189
C -2.773 -0.347 -0.508
C -1.458 -0.972 -0.537
N 3.186 -0.296 -0.272
N -0.407 -0.246 -0.518
N 1.043 -0.662 0.055
N -1.997 3.171 1.360
O -1.170 2.621 0.312
H 1.968 1.215 -0.115
H 3.597 -1.960 0.799
H 3.856 -2.223 -0.867
H 1.258 -2.530 -1.158
H 1.378 -2.971 0.490
H -2.905 -0.130 0.586
H -2.871 0.702 -0.900
H -3.577 -1.066 -0.799
H -1.262 -2.030 -0.374
H -0.466 0.789 -0.499
H -0.556 3.312 0.062
H -1.596 3.074 2.203
H -2.101 4.134 1.137
```

Summary:
gap between HOMO and LUMO: 8.60 eV
highest occupied orbital energy: -12.918 eV
total charge: +1

---

--- two ---
C5H13N4O | ωB97M-V with the def2-TZVPD basis set

Geometry as XYZ:
```
23
Properties=species:S:1:pos:R:3
C -1.493 0.357 0.034
C 1.151 1.385 -0.046
C 1.095 0.606 -1.392
C 1.320 0.333 1.055
C 0.342 -0.544 -0.866
N 0.823 -0.897 0.394
N -1.687 1.321 0.877
N -0.303 -1.432 -1.645
N 0.164 -1.820 1.204
O -2.578 -0.399 0.008
H 1.896 2.116 0.013
H 0.204 1.960 0.003
H 0.547 0.909 -2.345
H 2.050 0.220 -1.633
H 2.407 0.386 1.387
H 0.721 0.589 1.978
H -1.047 2.068 1.089
H -2.623 1.506 1.216
H -0.268 -1.334 -2.615
H -2.657 -0.960 -0.806
H -0.269 -2.365 -1.261
H -0.366 -1.277 1.908
H 0.570 -2.727 1.443
```

Summary:
gap between HOMO and LUMO: 10.16 eV
highest occupied orbital energy: -12.766 eV
total charge: +1

---

What are the relative energies? In eV: one 2.994; two 0.000.